# 1
Entry from the Open Molecules 2025 dataset: a molecular structure, C30H65N2O8P2 in a non-equilibrium geometry (wB97M-V/def2-TZVPD).

Computed properties:
**F_max**: 2.47 eV/A
**LUMO level**: 2.062 eV
**Electronic energy**: -70100.9953 eV
**HOMO**: -3.4 eV
**Total charge**: -1

Atoms and positions in Å:
C: 1.14987 1.81664 -2.00193
P: 0.19120 1.92463 -3.60211
C: 1.29763 2.71586 -4.82574
C: -0.37807 0.33878 -4.21393
C: -1.64360 -0.15986 -3.45970
C: -2.99143 0.44584 -3.87152
C: -3.56312 1.53952 -2.98290
N: -3.12684 2.91244 -3.32622
P: 0.89948 -0.83044 -3.99674
N: 2.34691 -0.28395 -4.32508
O: 0.49111 -2.09670 -4.94048
O: 0.84303 -1.47369 -2.48016
H: 1.88862 1.02100 -1.99423
H: 1.61560 2.77739 -1.82921
H: 0.41782 1.66743 -1.21865
H: 0.70467 3.05781 -5.66191
H: 1.74147 3.59139 -4.36276
H: 2.07794 2.06845 -5.21129
H: -1.70010 -1.21759 -3.69551
H: -1.51910 -0.08151 -2.37753
H: -3.71748 -0.36364 -3.79789
H: -2.98070 0.77430 -4.90376
H: -3.30631 1.32518 -1.94975
H: -4.64897 1.53124 -3.04878
H: -2.61569 2.86131 -4.19624
H: -2.44531 3.20032 -2.63952
H: 2.89742 -0.42838 -3.48129
H: 1.01045 -2.86474 -4.63644
H: 0.57857 -0.77012 -1.86717
C: 3.15213 -2.19161 1.29086
C: 1.90956 -2.88902 1.83974
C: 1.13705 -1.72052 2.43786
O: 1.46047 -0.57693 1.65118
C: 2.57055 -0.87561 0.79501
H: 3.65849 -2.74973 0.50552
H: 3.86761 -2.00957 2.09716
H: 1.34124 -3.33392 1.02053
H: 2.12646 -3.66990 2.56807
H: 1.44508 -1.52386 3.47292
H: 0.05614 -1.87114 2.41956
H: 2.20249 -0.97069 -0.22945
H: 3.28472 -0.05308 0.82995
C: -1.08679 1.46386 4.89944
C: -1.69188 0.47144 5.88967
C: -3.14378 0.42790 5.43434
O: -3.13504 0.66295 4.02443
C: -1.83806 1.12138 3.62111
H: -0.00740 1.37525 4.78875
H: -1.31577 2.48624 5.20936
H: -1.22815 -0.51011 5.76465
H: -1.58665 0.76736 6.93237
H: -3.73569 1.21587 5.91248
H: -3.62106 -0.53299 5.63584
H: -1.34151 0.31392 3.07447
H: -1.94937 1.97423 2.95227
C: -7.65533 1.43945 7.97919
C: -7.44966 -0.06440 7.81762
C: -5.95906 -0.13849 7.52103
O: -5.35161 0.95931 8.20857
C: -6.36377 1.85590 8.67062
H: -8.54408 1.70326 8.55044
H: -7.72709 1.91398 6.99806
H: -7.67431 -0.57629 8.75631
H: -8.05839 -0.51081 7.03286
H: -5.76450 -0.02423 6.45123
H: -5.50465 -1.07118 7.85835
H: -6.44607 1.75543 9.75884
H: -6.06807 2.87974 8.43974
C: 5.10228 -1.25555 -6.36397
C: 5.31141 -2.58130 -7.09010
C: 6.63320 -3.05789 -6.49679
O: 6.68631 -2.55130 -5.16285
C: 5.64123 -1.57289 -4.98492
H: 4.06689 -0.91966 -6.33564
H: 5.70693 -0.47366 -6.83400
H: 4.51023 -3.27676 -6.82999
H: 5.34318 -2.48978 -8.17557
H: 7.48711 -2.65545 -7.05688
H: 6.72096 -4.14618 -6.47015
H: 4.86630 -2.01069 -4.35085
H: 6.04950 -0.69855 -4.47672
C: -6.53783 -0.19730 1.66475
C: -5.91871 -0.20580 3.05990
C: -7.05193 -0.79400 3.89086
O: -7.77277 -1.68198 3.03356
C: -7.35392 -1.48238 1.67875
H: -5.80504 -0.17116 0.86051
H: -7.19755 0.66645 1.55240
H: -5.05240 -0.86624 3.08066
H: -5.59943 0.77314 3.40535
H: -7.74146 -0.01159 4.23475
H: -6.69762 -1.34881 4.76185
H: -6.74593 -2.34095 1.37452
H: -8.23325 -1.43663 1.03538
C: 9.61674 0.48503 -3.05615
C: 9.37364 1.84669 -3.69984
C: 7.85464 1.86776 -3.80564
O: 7.35960 1.09923 -2.70674
C: 8.43556 0.38109 -2.10245
H: 10.57775 0.40142 -2.54970
H: 9.55867 -0.30153 -3.81156
H: 9.71719 2.64360 -3.03556
H: 9.86565 1.97182 -4.66342
H: 7.51766 1.39655 -4.73546
H: 7.43929 2.87456 -3.75887
H: 8.66335 0.84694 -1.13618
H: 8.12322 -0.64854 -1.92583

# 2
Entry from the Open Molecules 2025 dataset: a single C2H5N3OS molecule in a non-equilibrium geometry (wB97M-V/def2-TZVPD).

Computed properties:
**F_max**: 4.67 eV/A
**SMILES string**: N/N=C(\N)C(O)=S
**LUMO level**: -0.571 eV
**Electronic energy**: -19505.6362 eV
**HOMO**: -9.1 eV
**ΔE to the lowest compared entry with this formula, charge and spin**: 76.4 kcal/mol

Atoms and positions in Å:
N: 2.81991 -0.17202 0.20641
N: 1.63239 0.58421 0.04431
C: 0.59994 -0.20553 -0.24174
N: 0.37500 -1.58956 -0.33986
C: -0.74043 0.46713 0.00009
O: -0.61777 1.83871 -0.21622
S: -2.20440 -0.36639 0.23361
H: 3.55845 0.59603 0.39560
H: 2.63603 -0.52944 1.32625
H: -0.54657 -1.98495 -0.54550
H: 1.24359 -2.11589 -0.49948
H: 0.37288 1.85880 -0.61104

# 3
Entry from the Open Molecules 2025 dataset: 2 unconnected molecules or ions with the total composition H3PS2 in a non-equilibrium geometry (wB97M-V/def2-TZVPD).

Computed properties:
**F_max**: 2.46 eV/A
**LUMO level (alpha / beta)**: -1.651 / -1.854 eV
**Electronic energy**: -31005.8207 eV
**HOMO (alpha / beta)**: -9.0 / -8.5 eV
**ΔE to the lowest compared entry with this formula, charge and spin**: 52.0 kcal/mol

Atoms and positions in Å:
P: -0.67412 -0.99875 -0.09612
S: 1.77278 0.58329 0.25384
S: -1.83301 0.63566 0.04120
H: -1.08943 -1.15280 -1.51915
H: 2.91826 -0.33347 0.31870
H: -1.09448 1.26607 1.00153

Q: Which of these has the highest electronic energy?
A: C2H5N3OS

Q: What is the F_max in the third record?
A: 2.46 eV/A